The following is a DFT calculation (ωB97M-V/def2-TZVPD) of an isolated molecule of C17H21ClN4O2S at a distorted geometry.

Summary:
HOMO-LUMO gap (eV): 8.927
Multiplicity: 1
DFT total energy (eV): -51383.5091
Relative energy (zero: lowest compared OMol25 entry of this formula, charge and spin) (eV): 0.2859
SMILES: CCn1c(SCC(=O)NC[C@H]2CCCO2)nnc1-c1ccc(Cl)cc1
HOMO energy (eV): -8.593
Largest force on an atom (Eh/bohr): 0.023

Each line ends with the natural charge from an NBO analysis.
Element x y z (Å)
C (-3.373111, -0.212086, 2.612857)  -0.617
H (-3.767348, -0.593125, 1.674109)  0.224
H (-4.197188, -0.080825, 3.307965)  0.223
H (-2.683024, -0.947505, 3.020922)  0.209
C (-2.678786, 1.127257, 2.383838)  -0.221
N (-1.548140, 0.998353, 1.501377)  -0.358
C (-1.615877, 0.916893, 0.141394)  0.183
N (-0.411042, 0.882664, -0.375070)  -0.362
N (0.465088, 0.945916, 0.633015)  -0.268
C (-0.196397, 1.008614, 1.760612)  0.311
C (0.452419, 1.108382, 3.056279)  -0.111
C (-0.058988, 0.525078, 4.213482)  -0.193
C (0.610451, 0.651510, 5.416395)  -0.219
C (1.802035, 1.357284, 5.467842)  -0.035
C (2.339792, 1.921923, 4.319753)  -0.242
C (1.666804, 1.794127, 3.122470)  -0.105
H (2.069497, 2.220040, 2.217440)  0.233
H (3.275384, 2.455971, 4.368557)  0.232
Cl (2.631229, 1.522813, 6.972752)  0.017
H (0.212913, 0.198489, 6.310929)  0.229
H (-0.964061, -0.060178, 4.183372)  0.214
S (-3.120730, 0.886812, -0.721412)  0.280
C (-2.552142, 1.164674, -2.428347)  -0.604
C (-2.099435, -0.119039, -3.130702)  0.660
O (-2.775350, -0.643571, -3.989042)  -0.624
N (-0.910810, -0.561374, -2.697881)  -0.648
C (-0.244393, -1.712213, -3.250787)  -0.240
H (-0.909388, -2.168605, -3.987060)  0.238
H (-0.037872, -2.438889, -2.457431)  0.187
C (1.079086, -1.315472, -3.929570)  0.093
H (0.851140, -0.641099, -4.764617)  0.181
C (2.076258, -0.677462, -2.939745)  -0.440
H (2.173007, 0.394302, -3.094067)  0.224
H (1.753057, -0.847815, -1.912267)  0.206
C (3.378864, -1.430182, -3.215612)  -0.425
H (4.011023, -1.523165, -2.336090)  0.215
C (2.848377, -2.775378, -3.706366)  -0.066
H (3.543124, -3.319396, -4.347374)  0.191
O (1.710705, -2.460807, -4.481842)  -0.524
H (2.570082, -3.415356, -2.855613)  0.155
H (3.941746, -0.943180, -4.012222)  0.204
H (-0.435825, -0.041054, -1.957713)  0.437
H (-1.750818, 1.900725, -2.386335)  0.249
H (-3.420446, 1.565617, -2.950372)  0.258
H (-3.384027, 1.823234, 1.917665)  0.222
H (-2.326882, 1.557097, 3.324515)  0.224

Forces on the atoms, in the same order (eV/Å):
0.107 0.215 0.009
-0.047 -0.099 -0.036
-0.113 -0.029 0.066
0.034 -0.067 0.027
-0.479 -0.100 0.383
0.557 -0.010 -0.627
0.137 0.032 -0.024
-0.767 0.126 -0.378
0.789 0.041 0.900
-0.113 -0.063 -0.502
0.166 0.058 0.444
0.115 0.091 -0.155
0.099 0.054 0.135
-0.143 -0.056 -0.234
0.011 -0.056 0.132
-0.188 -0.061 0.010
0.043 0.066 -0.072
0.083 0.048 0.028
0.089 0.019 0.159
-0.003 -0.033 0.091
-0.113 -0.046 -0.018
-0.355 -0.020 -0.149
-0.039 -0.084 0.167
0.070 0.349 0.306
-0.344 -0.102 -0.328
0.513 -0.066 0.007
0.143 -0.232 -0.445
0.083 -0.009 0.134
0.017 -0.028 -0.069
-0.449 0.269 0.174
-0.001 -0.034 0.128
0.034 -0.082 -0.200
-0.026 0.052 0.074
-0.020 0.036 0.084
-0.150 -0.171 -0.125
0.071 0.022 0.030
0.294 -0.028 0.176
-0.010 -0.013 0.081
-0.131 -0.066 -0.093
0.056 0.019 -0.057
0.050 -0.009 0.004
-0.203 -0.004 -0.148
-0.027 0.052 -0.068
0.106 -0.049 0.015
0.137 0.038 0.137
-0.078 0.032 -0.172



The following is a DFT calculation (ωB97M-V/def2-TZVPD) of a cluster of 3 separate species, C3H13NO2S in total at a distorted geometry.

Summary:
HOMO-LUMO gap (eV): 9.913
Multiplicity: 1
DFT total energy (eV): -19741.0236
Relative energy (zero: lowest compared OMol25 entry of this formula, charge and spin) (eV): 1.4189
SMILES: C[C@@H](N)CS.O.O
HOMO energy (eV): -9.125
Largest force on an atom (Eh/bohr): 0.050

Each line ends with the natural charge from an NBO analysis.
Element x y z (Å)
C (1.970126, 2.902500, 0.782670)  -0.614
C (2.577209, 1.587089, 0.122812)  -0.074
C (1.376427, 0.832147, -0.419378)  -0.495
S (1.530530, -0.944259, -1.065724)  -0.086
N (3.189333, 0.823595, 1.197395)  -0.855
H (1.786044, 3.723910, -0.037544)  0.210
H (2.765440, 3.341897, 1.414956)  0.214
H (1.134456, 2.480065, 1.432837)  0.216
H (3.236893, 1.874734, -0.714788)  0.169
H (0.827298, 0.809247, 0.555160)  0.219
H (0.809929, 1.193876, -1.244873)  0.233
H (2.459096, -0.436908, -1.944380)  0.123
H (4.174341, 0.968482, 1.321364)  0.370
H (3.005916, -0.143775, 0.870436)  0.371
H (-4.001992, -4.180597, -0.118379)  0.472
H (-3.703957, -5.408251, -1.043000)  0.468
O (-3.870433, -4.458783, -1.037211)  -0.940
H (-6.766003, -1.053867, -0.384880)  0.468
H (-6.467348, -2.310387, 0.398824)  0.464
O (-6.033304, -1.600716, -0.086296)  -0.932

Forces on the atoms, in the same order (eV/Å):
0.785 -0.056 -1.236
-0.058 2.047 -0.437
-0.522 -1.685 1.840
1.327 1.493 0.121
-1.212 -1.518 -0.963
-0.497 -1.681 1.675
-0.506 -0.299 -0.076
0.766 1.444 -0.887
0.185 -0.125 0.332
-0.633 -0.642 -1.269
-0.261 1.383 -0.029
-0.504 -0.826 0.240
0.292 0.102 -0.183
0.842 0.361 0.873
0.117 -0.296 -0.379
-0.039 0.190 0.261
-0.068 0.107 0.095
0.057 0.086 -0.075
0.078 -0.019 -0.028
-0.148 -0.067 0.125



The following is a DFT calculation (ωB97M-V/def2-TZVPD) of a cluster of 4 separate species, C6H17NO3 in total at a distorted geometry.

Summary:
HOMO-LUMO gap (eV): 8.803
Multiplicity: 1
DFT total energy (eV): -14128.6798
Relative energy (zero: lowest compared OMol25 entry of this formula, charge and spin) (eV): 2.9206
SMILES: C=C(/C=C/C)NC.O.O.O
HOMO energy (eV): -8.271
Largest force on an atom (Eh/bohr): 0.036

Each line ends with the natural charge from an NBO analysis.
Element x y z (Å)
C (0.887517, 1.991633, -1.107224)  -0.416
N (-0.032261, 1.097282, -0.407444)  -0.634
C (-0.898013, 0.262314, -1.087169)  0.153
C (-2.174932, 0.094417, -0.714154)  -0.507
C (0.924162, -2.725926, -2.611513)  -0.658
C (0.211084, -1.769340, -1.708162)  -0.140
C (-0.310167, -0.616058, -2.129683)  -0.238
H (1.860597, 2.056018, -0.617762)  0.195
H (0.477586, 2.996327, -1.242714)  0.191
H (1.095058, 1.636000, -2.121375)  0.200
H (-0.440225, 1.722490, 0.274996)  0.393
H (-2.750418, -0.664921, -1.233591)  0.201
H (-2.737393, 0.568566, 0.078374)  0.201
H (1.972166, -2.469708, -2.766048)  0.225
H (0.803206, -3.767597, -2.313528)  0.218
H (0.509728, -2.710943, -3.622216)  0.219
H (0.085292, -1.991802, -0.659538)  0.171
H (-0.273726, -0.392856, -3.188645)  0.215
H (-0.539787, 2.093177, 2.501062)  0.476
H (0.715527, 2.842344, 1.999208)  0.476
O (-0.213949, 2.923039, 2.163121)  -0.944
H (1.444147, -2.373892, 1.630457)  0.472
H (0.691957, -1.298241, 1.012916)  0.479
O (1.195721, -1.444022, 1.827017)  -0.946
H (-0.894511, 0.122495, 3.169054)  0.454
H (0.426226, -0.607473, 3.493260)  0.500
O (-0.277246, -0.049469, 3.848659)  -0.957

Forces on the atoms, in the same order (eV/Å):
0.430 -0.423 -1.143
1.037 1.251 0.397
-1.168 0.457 0.225
-0.405 -0.790 -0.524
-0.354 -0.391 -0.588
-0.088 0.504 -0.847
0.464 -0.736 0.540
-0.126 0.024 0.214
-0.061 -0.006 0.202
-0.034 -0.146 0.130
-0.724 -0.634 0.291
0.105 0.019 0.011
0.470 0.466 0.102
0.144 -0.167 0.436
0.329 0.055 0.293
-0.199 0.284 0.016
0.173 -0.288 0.132
-0.073 0.400 0.025
0.330 -0.387 0.419
0.741 -0.355 0.118
-0.950 0.781 -0.428
0.164 0.654 0.779
-0.094 0.891 0.198
0.080 -1.443 -0.936
-0.873 -0.204 -1.208
-0.268 0.041 -0.429
0.949 0.141 1.577



The following is a DFT calculation (ωB97M-V/def2-TZVPD) of a structure of composition C25H30BBrFN10O2S4Ta.

Summary:
HOMO-LUMO gap (eV): 7.194
Multiplicity: 1
DFT total energy (eV): -163729.8178
Relative energy (zero: lowest compared OMol25 entry of this formula, charge and spin) (eV): 0.2438
HOMO energy (eV): -13.486
Total charge: +2
Largest force on an atom (Eh/bohr): 0.003

Each line ends with the natural charge from an NBO analysis.
Element x y z (Å)
Ta (-0.411864, -0.139892, 0.308658)  1.404
C (1.043340, 1.738193, 5.285365)  -0.676
C (0.151756, 0.620007, 4.904258)  0.374
N (-0.535865, -0.132301, 5.696154)  -0.202
N (-1.202865, -1.001257, 4.877884)  -0.336
C (-0.940232, -0.811568, 3.591066)  0.268
S (-1.498815, -1.612218, 2.215069)  0.011
N (-0.068221, 0.215669, 3.593221)  -0.232
N (0.404462, 0.791161, 2.409565)  -0.697
H (1.026685, 1.842872, 6.366776)  0.283
H (0.699316, 2.670221, 4.833998)  0.252
H (2.070214, 1.546567, 4.968067)  0.239
H (-1.822382, -1.691044, 5.274919)  0.452
H (0.035249, 1.751220, 2.394272)  0.499
H (1.423755, 0.827482, 2.456156)  0.418
C (3.868383, 2.360243, 0.121710)  -0.410
N (2.901573, 3.046514, 0.975032)  -0.322
C (3.209683, 3.993791, 1.921473)  -0.055
C (2.032533, 4.444898, 2.415996)  -0.047
N (1.011655, 3.784120, 1.770442)  -0.470
B (-0.505391, 4.013639, 2.155552)  0.181
N (-1.372955, 4.000824, 0.878827)  -0.482
C (-1.533319, 5.087938, 0.048285)  -0.034
C (-2.346025, 4.722055, -0.967029)  -0.049
N (-2.683309, 3.404287, -0.750796)  -0.317
C (-3.578701, 2.640135, -1.611317)  -0.415
C (-2.071205, 2.981710, 0.367500)  0.303
S (-2.279029, 1.391358, 1.054059)  -0.088
C (1.558968, 2.931052, 0.894473)  0.235
S (0.828566, 1.949333, -0.371190)  -0.048
H (4.860195, 2.535980, 0.528109)  0.233
H (3.813947, 2.750173, -0.892657)  0.237
H (3.654146, 1.294198, 0.112066)  0.227
H (4.224891, 4.272390, 2.142301)  0.251
H (1.828918, 5.193874, 3.160569)  0.258
H (-0.565385, 5.078705, 2.694577)  -0.003
H (-0.879111, 3.130545, 2.897185)  -0.054
H (-1.071071, 6.034410, 0.264944)  0.251
H (-2.728839, 5.276157, -1.805600)  0.250
H (-4.528407, 3.163512, -1.693970)  0.236
H (-3.741348, 1.662330, -1.167741)  0.240
H (-3.128678, 2.533268, -2.596242)  0.225
F (0.661642, -0.045066, -5.942561)  -0.300
C (0.439059, -0.037820, -4.626662)  0.421
C (-0.845711, 0.157602, -4.162135)  -0.288
C (-1.065639, 0.148264, -2.792071)  -0.135
C (-0.023344, -0.031894, -1.872336)  -0.499
C (1.265937, -0.196091, -2.403460)  -0.193
C (1.506238, -0.219775, -3.766481)  -0.277
H (-1.652419, 0.303652, -4.868019)  0.242
H (-2.081701, 0.279851, -2.444667)  0.209
H (2.116514, -0.287133, -1.738773)  0.208
H (2.500037, -0.356213, -4.171536)  0.241
Br (-1.827085, -7.094833, -2.543707)  0.116
C (-2.591920, -5.389540, -2.316992)  -0.083
C (-3.857572, -5.122988, -2.826069)  -0.173
C (-4.425894, -3.867794, -2.655395)  -0.190
C (-3.735880, -2.875209, -1.981919)  -0.161
C (-2.465452, -3.152762, -1.482017)  -0.136
C (-1.888030, -4.411553, -1.642835)  -0.201
C (-1.718723, -2.113462, -0.791502)  0.829
O (-0.513236, -2.252199, -0.393576)  -0.735
O (-2.207059, -0.965985, -0.524053)  -0.691
H (-4.396730, -5.898932, -3.352080)  0.249
H (-5.412329, -3.671464, -3.051791)  0.241
H (-4.168672, -1.894813, -1.839469)  0.236
H (-0.911691, -4.626737, -1.231865)  0.231
N (2.029853, -3.066252, -0.856573)  -0.740
C (2.638300, -2.428114, 0.117301)  0.393
N (3.882276, -2.761000, 0.452278)  -0.745
S (1.938979, -1.125977, 1.023250)  -0.187
H (2.492725, -3.802314, -1.367747)  0.418
H (1.051613, -2.866813, -1.044929)  0.459
H (4.347793, -3.556778, 0.044392)  0.421
H (4.344440, -2.279235, 1.204153)  0.430

Forces on the atoms, in the same order (eV/Å):
-0.058 -0.029 0.001
-0.017 -0.002 -0.005
-0.007 0.019 -0.012
0.001 -0.002 0.009
0.022 -0.017 0.001
-0.043 -0.035 -0.011
0.021 0.044 0.004
0.014 -0.011 0.014
0.021 0.113 0.075
0.000 -0.004 0.002
0.004 0.012 -0.006
-0.001 0.005 0.001
-0.002 0.000 0.003
0.005 -0.003 -0.020
-0.002 0.017 0.009
-0.010 0.019 0.008
0.031 -0.013 0.027
0.000 0.005 -0.002
-0.010 0.001 -0.010
0.044 -0.063 -0.006
-0.039 -0.041 0.046
0.025 0.036 -0.018
-0.009 -0.012 0.002
-0.017 0.002 0.007
0.034 0.008 -0.038
0.010 0.008 0.014
-0.030 -0.041 0.011
0.001 -0.005 0.006
0.007 0.044 -0.011
-0.048 -0.004 0.003
0.005 -0.005 -0.006
0.004 -0.004 -0.004
0.008 -0.004 -0.008
0.001 -0.002 0.001
-0.001 0.001 0.000
-0.001 0.023 -0.017
0.050 -0.064 0.006
0.000 -0.001 0.001
-0.002 -0.001 0.001
-0.003 -0.005 -0.002
0.001 -0.002 -0.003
-0.008 0.001 -0.005
-0.004 0.000 0.004
0.005 -0.010 -0.019
-0.007 0.003 0.005
-0.007 -0.012 -0.021
-0.004 -0.018 0.010
-0.002 0.021 -0.018
0.002 -0.001 -0.002
-0.002 0.007 0.003
0.019 0.011 -0.015
0.017 -0.013 0.003
0.002 0.001 0.008
0.002 -0.003 0.000
-0.002 0.012 0.003
-0.004 -0.009 -0.002
0.003 0.007 0.002
-0.006 -0.007 0.000
0.024 -0.011 0.001
-0.004 -0.008 -0.007
0.043 0.013 0.018
-0.019 0.007 -0.009
-0.054 0.032 -0.028
0.000 0.000 0.000
0.000 -0.001 0.000
-0.001 0.001 0.002
0.002 0.002 0.001
-0.044 0.007 -0.026
0.040 0.013 0.063
-0.014 -0.013 -0.014
-0.024 -0.022 -0.045
-0.002 0.004 0.001
0.030 -0.010 0.014
0.005 0.007 -0.005
0.003 0.003 0.005